Here is a molecular structure, C30H24BBrF4HgN7OS3 from the OMol25 dataset. Energies are from ωB97M-V/def2-TZVPD.

XYZ file:
```
72
Properties=species:S:1:pos:R:3:forces:R:3:mulliken_spin:R:1
Hg 0.46265 -0.16041 0.71540 -0.41 -0.03 0.18 0.00
C 3.24677 4.27795 1.44972 -0.01 0.01 -0.04 0.00
S 3.42889 3.20524 2.88653 -0.07 -0.01 0.04 0.00
C 2.31785 1.87476 2.52362 0.07 -0.03 0.01 0.00
S 1.00537 2.15665 1.45530 0.14 -0.06 -0.06 0.00
N 2.63922 0.80762 3.20643 0.05 -0.02 -0.01 0.00
N 1.91126 -0.29371 2.89662 -0.10 0.09 0.01 0.00
C 1.91490 -1.26434 3.71591 0.02 0.00 0.00 0.00
C 1.16973 -2.48869 3.37569 0.01 0.02 0.00 0.00
C 1.15449 -3.58442 4.23450 -0.01 -0.01 0.00 0.00
C 0.42829 -4.70573 3.86510 0.01 0.00 0.01 0.00
C -0.25155 -4.70158 2.65869 -0.02 -0.01 -0.02 0.00
C -0.17711 -3.56204 1.86323 0.02 0.01 0.02 -0.01
N 0.51102 -2.49144 2.21785 -0.05 0.04 -0.01 0.00
H 3.97449 5.07662 1.59981 0.01 -0.01 -0.01 0.00
H 2.24719 4.69997 1.38553 0.00 0.00 0.03 0.00
H 3.49002 3.73194 0.54012 0.01 0.00 0.00 0.00
H 2.45422 -1.20965 4.66312 0.01 0.00 -0.01 0.00
H 1.70148 -3.54831 5.16863 0.00 0.00 0.00 0.00
H 0.39410 -5.57323 4.51359 0.00 0.00 0.00 0.00
H -0.83159 -5.55468 2.33310 0.00 0.00 0.00 0.00
H -0.68970 -3.49294 0.90926 0.00 0.00 -0.01 0.01
Br -0.91607 -3.99596 -5.79147 0.00 0.00 0.00 0.00
C -0.27095 -3.22743 -4.15885 0.00 0.00 0.01 -0.07
C 1.09702 -3.15040 -3.93243 0.01 0.00 -0.02 0.11
C 1.53160 -2.60711 -2.73903 -0.03 0.03 0.02 -0.05
C 0.65283 -2.14078 -1.73371 0.01 -0.02 -0.05 0.12
O 1.17220 -1.72553 -0.62189 0.05 -0.03 0.06 0.03
C -0.75607 -2.19189 -2.00656 -0.02 0.03 0.00 -0.12
C -1.81868 -1.72625 -1.15464 0.02 -0.06 -0.04 0.44
N -1.73270 -1.13823 0.03253 0.04 0.08 0.01 -0.06
C -2.86408 -0.76439 0.68600 0.02 -0.07 0.03 -0.13
C -4.18641 -0.93051 0.20024 0.01 -0.01 0.02 0.24
C -5.29647 -0.55796 0.94967 -0.01 -0.01 0.01 -0.09
C -5.18950 -0.00809 2.20865 0.00 0.01 -0.01 0.24
C -3.89526 0.19878 2.75019 0.01 -0.03 -0.01 -0.05
C -3.68986 0.76490 4.01992 0.00 0.01 0.00 0.05
C -2.41591 0.97078 4.49478 -0.01 0.01 -0.01 -0.01
C -1.34304 0.60927 3.68022 0.03 -0.03 -0.03 0.04
N -1.50027 0.05611 2.49349 0.00 0.01 0.00 0.02
C -2.73285 -0.16420 2.00389 -0.02 0.02 0.00 0.03
C -1.16972 -2.75819 -3.23166 0.00 0.02 0.00 0.09
H 1.80371 -3.49895 -4.67401 -0.01 0.00 0.00 0.01
H 2.59008 -2.51116 -2.52920 0.00 -0.02 0.00 0.00
H -2.80079 -1.89428 -1.59268 0.00 -0.01 0.02 0.04
H -4.36135 -1.35737 -0.77501 0.00 0.01 0.00 0.06
H -6.28155 -0.71073 0.51886 0.00 0.00 0.00 -0.01
H -6.06244 0.28118 2.78174 0.00 -0.01 0.00 0.02
H -4.55631 1.04797 4.60933 0.00 0.00 0.00 0.00
H -2.23598 1.42181 5.46252 0.00 -0.01 0.00 0.00
H -0.32142 0.79716 3.99151 0.03 -0.01 0.00 0.03
H -2.23187 -2.81696 -3.43964 0.00 0.00 0.00 0.00
F 5.48971 0.78985 -1.57535 0.00 -0.02 -0.01 0.00
B 4.49253 1.76474 -1.65031 -0.09 0.14 0.04 0.00
F 4.07805 1.91200 -3.00889 -0.02 0.02 -0.04 0.00
F 4.99403 3.00992 -1.20469 0.00 -0.01 -0.02 0.00
F 3.37651 1.40879 -0.86674 0.25 0.03 -0.08 0.00
N 1.57785 4.12551 -5.17185 -0.04 0.12 0.15 0.00
C 0.30361 3.95570 -4.78868 0.12 -0.02 -0.01 0.00
S -0.92448 4.83373 -5.47028 -0.05 -0.02 -0.04 0.00
C 0.11238 2.93366 -3.72096 -0.02 0.01 -0.04 0.00
C -1.03057 2.93086 -2.92351 0.03 0.03 0.09 0.01
C -1.10297 2.02804 -1.87652 0.10 0.10 -0.08 0.00
N -0.13191 1.15794 -1.60591 -0.14 -0.16 -0.02 -0.01
C 0.92830 1.11915 -2.39973 0.03 0.03 0.05 0.00
C 1.09502 1.98808 -3.46631 -0.04 -0.10 -0.05 0.01
H 1.77229 4.86763 -5.82158 -0.01 -0.03 -0.02 0.00
H 2.33461 3.76155 -4.61200 0.03 -0.06 -0.01 0.00
H -1.82045 3.64627 -3.10286 0.00 0.00 -0.01 0.00
H -1.95920 2.01045 -1.20986 -0.01 -0.01 -0.02 0.00
H 1.69707 0.39964 -2.15540 0.01 -0.02 0.01 0.00
H 1.99778 1.88531 -4.04908 0.01 0.05 -0.01 0.00
```
Positions in Å, forces in eV/Å.

Expectation value of S²: 0.807
E_tot in eV: -162255.796
Spin multiplicity: 2
Net charge: -2



Here is 7 unconnected molecules or ions with the total composition C17H46INO6S2Si in a non-equilibrium geometry from the OMol25 dataset. Energies are from ωB97M-V/def2-TZVPD.

XYZ file:
```
74
Properties=species:S:1:pos:R:3:forces:R:3:mulliken_charge:R:1
C 6.18432 3.53937 1.64457 -0.44 -0.14 0.20 -1.28
C 5.42587 2.22434 1.80400 0.04 -0.19 -0.33 -0.43
C 5.66791 1.24204 0.64483 -0.31 0.00 0.55 -0.49
C 5.28201 -0.21576 1.00291 0.46 -0.05 -0.98 -0.82
C 4.11679 -0.78156 0.15338 -0.43 0.31 1.04 -0.31
C 2.96388 -1.41164 0.99062 0.40 0.09 -0.22 -0.79
C 1.57591 -0.82956 0.65871 -0.21 -0.04 0.06 -0.98
C 0.47041 -1.87072 0.46129 0.23 -0.29 0.11 -0.33
C -0.10070 -2.45434 1.76166 0.01 0.60 -0.14 -0.98
C -1.21220 -1.61290 2.40321 0.09 -0.35 -0.05 -0.85
C -2.44595 -1.39002 1.52560 -0.09 0.12 0.40 0.21
C -3.29044 -0.22801 2.06017 -0.07 -0.17 -0.01 -0.92
C -4.75712 -0.23390 1.56868 0.45 0.15 0.01 -0.54
Si -5.01327 0.63576 -0.05766 -0.17 -0.31 0.10 0.26
I -4.41250 -1.01100 -1.83015 0.04 0.20 0.14 -0.16
C -6.76847 1.13435 -0.43942 0.31 0.46 -0.19 -0.64
C -7.27864 2.31566 0.40474 -0.56 -0.24 0.00 -0.91
C -7.79515 1.89920 1.79938 0.36 0.49 -0.15 -0.60
S -6.79606 2.57316 3.17584 -0.04 -0.04 0.15 -0.24
N -3.96332 2.06932 -0.18730 -0.09 -0.99 -0.54 -0.31
C -3.12038 2.10659 -1.05662 0.08 0.70 0.22 0.42
S -2.02570 2.26344 -2.16435 -0.10 -0.10 0.15 -0.34
H 7.24875 3.34007 1.52503 0.05 0.13 -0.02 0.33
H 5.81529 4.09799 0.78290 0.14 -0.03 -0.10 0.30
H 6.02948 4.17013 2.52180 0.14 0.04 -0.01 0.37
H 4.34745 2.40624 1.85141 0.02 0.08 0.16 0.21
H 5.69455 1.73944 2.74571 0.12 0.06 0.02 0.36
H 6.71045 1.27887 0.32423 0.03 0.09 0.04 0.46
H 5.05845 1.58333 -0.19592 0.16 -0.03 -0.16 0.13
H 5.09722 -0.32372 2.07163 -0.15 0.11 0.02 0.60
H 6.16723 -0.81284 0.77454 -0.06 -0.16 0.23 0.23
H 3.66644 0.05346 -0.38557 0.15 -0.04 -0.25 0.10
H 4.51255 -1.49730 -0.56257 -0.08 0.04 -0.12 0.39
H 3.17560 -1.23170 2.04600 0.00 -0.09 0.03 0.46
H 2.99016 -2.49476 0.85150 -0.24 -0.01 0.00 0.31
H 1.62015 -0.22321 -0.25034 0.15 -0.04 -0.02 0.53
H 1.30265 -0.12851 1.45540 -0.13 0.03 -0.07 0.30
H -0.30908 -1.45727 -0.18214 -0.09 -0.01 0.10 0.19
H 0.91493 -2.68702 -0.10674 -0.05 0.00 -0.08 0.34
H -0.46264 -3.46815 1.57846 -0.02 -0.03 0.08 0.43
H 0.72334 -2.49921 2.47993 -0.03 -0.33 0.03 0.31
H -0.79562 -0.66651 2.76201 -0.05 0.11 -0.19 0.32
H -1.55134 -2.14487 3.29840 0.05 0.14 0.09 0.42
H -2.18179 -1.22968 0.48118 -0.01 0.05 -0.02 -0.17
H -3.05668 -2.29775 1.56572 0.03 -0.04 -0.15 0.29
H -3.28495 -0.27934 3.15202 -0.07 -0.04 0.01 0.35
H -2.80595 0.72033 1.81092 0.02 0.01 0.02 0.37
H -5.39790 0.19404 2.34464 -0.09 0.12 -0.16 0.33
H -5.08459 -1.26524 1.40935 -0.09 0.00 0.07 0.40
H -6.77598 1.43621 -1.49302 0.08 -0.04 0.01 0.27
H -7.42685 0.26478 -0.37924 -0.01 -0.01 0.12 0.50
H -6.52536 3.09785 0.49277 0.09 -0.04 -0.02 0.49
H -8.10655 2.78005 -0.13620 0.00 -0.01 0.02 0.34
H -8.78591 2.32138 1.95136 -0.05 -0.13 0.08 0.39
H -7.86311 0.81680 1.88991 0.04 -0.03 0.01 0.40
H -5.66334 2.82848 2.50379 -0.07 -0.10 -0.06 0.10
O 6.88846 -1.78154 -1.59628 0.03 -0.08 -0.08 -0.58
H 7.42494 -2.58010 -1.56708 0.01 0.02 0.03 0.30
H 6.44857 -1.81847 -2.45180 -0.03 0.07 0.02 0.28
O 3.71927 0.38912 -3.20281 -0.29 -0.07 -0.07 -0.68
H 4.05047 1.25007 -2.91534 0.11 -0.08 0.08 0.35
H 2.77829 0.53463 -3.35582 0.02 0.05 -0.03 0.31
O 5.27516 2.19446 -4.68333 -0.01 -0.02 -0.11 -0.61
H 4.80561 1.36762 -4.84753 0.04 -0.02 0.04 0.34
H 5.98495 2.21543 -5.33162 0.02 0.06 0.04 0.30
O 2.22915 -2.43726 -2.03614 0.01 0.00 -0.51 -0.64
H 2.66961 -1.58617 -2.16752 0.08 0.01 0.14 0.24
H 2.43986 -2.92814 -2.83921 0.28 -0.05 0.11 0.31
O -7.56253 -0.88238 -3.86170 0.02 0.02 0.04 -0.63
H -8.04163 -0.18036 -3.41199 -0.01 0.00 -0.02 0.31
H -6.70891 -0.92305 -3.41097 -0.06 0.00 -0.03 0.22
O -0.14220 -3.78802 -3.58496 0.09 -0.06 -0.06 -0.62
H -0.54560 -4.17544 -2.80225 -0.01 0.01 0.00 0.31
H 0.58223 -3.25659 -3.23657 -0.23 0.15 0.18 0.38
```
Positions in Å, forces in eV/Å.

SMILES string: CCCCCCCCCCCCC[Si@@](I)(CCCS)N=C=S.O.O.O.O.O.O
E_tot in eV: -69801.587



Here is a molecular structure, C16H12N2O6Pt in a non-equilibrium geometry from the OMol25 dataset. Energies are from ωB97M-V/def2-TZVPD.

XYZ file:
```
37
Properties=species:S:1:pos:R:3:forces:R:3:mulliken_spin:R:1
O -0.04993 3.05481 -3.15994 0.04 -3.76 -1.55 0.00
C -0.03218 1.99338 -3.60412 -0.01 6.30 2.17 0.19
Pt -0.04389 -0.03738 -3.81202 0.14 -0.71 0.37 0.89
O -0.03664 -0.09024 -6.97030 0.02 0.22 4.39 -0.01
C -0.03605 -0.03387 -5.81949 -0.04 -0.13 -6.42 0.11
C -0.06808 -2.05480 -3.72969 -0.13 -6.44 0.48 0.16
O -0.09614 -3.20592 -3.76155 0.10 4.16 -0.02 -0.01
C -2.05485 0.00702 -3.55586 -6.22 0.09 2.11 0.17
O -3.14633 -0.01508 -3.18996 3.95 0.01 -1.42 -0.01
C 1.96545 -0.02197 -3.54501 6.11 0.10 2.01 0.16
O 3.06371 -0.03604 -3.20597 -3.81 -0.01 -1.29 -0.01
C 0.11799 -1.14014 3.37241 -0.01 -0.02 0.63 0.00
N 0.18799 -1.25378 1.92405 -0.15 -1.12 0.37 0.00
N 0.03354 -0.19153 1.10633 0.15 0.48 -1.78 0.03
C 0.06233 -0.61856 -0.21687 0.33 -2.41 2.60 -0.03
O -0.03679 0.18069 -1.17911 -0.38 1.56 -1.97 0.32
C 0.21763 -2.03761 -0.13709 -0.26 1.14 -0.91 0.00
C 0.26899 -2.38459 1.18459 0.08 0.56 0.80 0.01
C 0.37433 -3.72758 1.79977 0.11 -0.60 -0.01 0.00
C -0.11670 1.15888 1.52712 0.07 0.85 -0.07 0.01
C 0.73798 1.71169 2.48745 -0.12 -0.08 -0.29 0.00
C 0.60374 3.06285 2.80352 -0.29 0.08 -0.15 0.01
C -0.32707 3.86006 2.11689 -0.02 -0.21 0.04 0.00
C -1.13992 3.30508 1.11712 0.27 0.02 0.25 0.00
C -1.05308 1.94679 0.83921 0.29 -0.27 0.12 0.00
H 0.09517 -2.14903 3.79865 -0.03 0.27 -0.27 0.00
H -0.78628 -0.60648 3.69742 0.26 -0.13 -0.25 0.00
H 1.00139 -0.62668 3.77168 -0.31 -0.25 -0.13 0.00
H 0.27167 -2.68419 -0.99119 0.04 -0.23 0.05 0.01
H 1.28704 -3.83392 2.40470 -0.30 0.07 -0.15 0.00
H -0.49881 -3.96161 2.42757 0.28 0.12 -0.17 0.00
H 0.41670 -4.47482 0.99688 -0.01 0.18 0.29 0.00
H 1.51604 1.09207 2.94533 -0.34 0.46 -0.16 0.00
H 1.23576 3.48797 3.58527 -0.20 -0.04 -0.32 0.00
H -0.42822 4.91770 2.36735 0.10 -0.34 -0.09 0.00
H -1.83882 3.91756 0.54308 0.21 -0.11 0.35 0.00
H -1.66771 1.48930 0.06179 0.09 0.17 0.37 0.01
```
Positions in Å, forces in eV/Å.

Expectation value of S²: 2.023
E_tot in eV: -35278.117
Spin multiplicity: 3
Net charge: +2